[1]
This record from the OMol25 dataset describes a structure of composition C3H7NO in a non-equilibrium geometry. The level of theory is ωB97M-V/def2-TZVPD.

```
12
Properties=species:S:1:pos:R:3:forces:R:3
C 1.3529 -0.7444 -0.4356 -1.3 0.0 -0.7
C -1.1808 0.9507 0.1442 0.0 -0.1 -0.7
N 1.0251 -0.2015 0.7673 -0.9 0.0 0.7
C -0.6234 -0.4585 0.2414 0.9 0.0 1.9
O -1.1965 -1.4343 0.6578 0.4 0.4 -0.4
H 1.2591 0.7842 0.8297 -0.2 -0.1 -0.1
H 1.9908 -0.2171 -1.1487 -0.1 -0.1 0.0
H 1.3952 -1.8314 -0.4513 0.0 0.0 -0.2
H -0.0129 -0.6934 -0.9949 0.9 0.1 -0.5
H -0.5129 1.6334 -0.3790 0.0 -0.1 0.0
H -1.3643 1.3208 1.1538 0.1 -0.2 0.0
H -2.1323 0.8916 -0.3848 0.0 0.1 0.0
```
Forces are in eV/Å.

The value obtained for the HOMO-LUMO gap is 9.27 eV.

Atomic partial charges in e from the Mulliken method, atoms 1 to 5: C -0.45; C -1.04; N -0.58; C 0.71; O -0.55


[2]
This record from the OMol25 dataset describes a cluster of 2 separate species, C3H7NO in total in a non-equilibrium geometry. The level of theory is ωB97M-V/def2-TZVPD.

```
12
Properties=species:S:1:pos:R:3:forces:R:3
N 2.0699 0.2503 0.3461 0.3 0.7 -1.1
C 0.9605 -0.5220 -0.0199 -1.0 -3.0 5.2
O 0.9616 -1.6386 -0.4931 0.2 1.5 -0.7
H 2.7616 -0.2849 0.8581 -0.2 0.0 -0.3
H 1.8851 1.1635 0.7381 -0.1 -0.3 0.1
H 0.0962 0.5118 -0.7671 -2.4 0.9 0.3
C -0.9138 0.4861 -0.0548 0.4 1.6 -4.0
C -1.9883 -0.1831 -0.5363 0.4 0.1 0.5
H -2.9802 0.2056 -0.3533 0.0 -0.3 0.6
H -1.8808 -1.1596 -0.9891 0.0 0.3 -0.5
H -0.9703 1.4447 0.4534 0.1 -0.1 0.1
H -0.0014 -0.2738 0.8180 2.3 -1.3 -0.2
```
Forces are in eV/Å.

The value obtained for the HOMO-LUMO gap (spin up / spin down) is 7.96 / 7.96 eV. As for the structure (SMILES): NC=O.C=C.

Atomic partial charges in e from the Mulliken method, atoms 1 to 5: N -0.48; C 0.52; O -0.52; H 0.25; H 0.24


[3]
This record from the OMol25 dataset describes an isolated molecule of C3H7NO in a non-equilibrium geometry. The level of theory is ωB97M-V/def2-TZVPD.

```
12
Properties=species:S:1:pos:R:3:forces:R:3
C -0.4202 0.5972 1.4715 0.5 -0.9 -1.1
C 0.5838 -0.0600 -0.7517 -1.1 -2.7 1.7
C -0.3601 -1.0781 -1.3694 -2.1 -1.4 1.2
H 0.3499 -0.0052 1.9801 -0.4 0.0 0.3
H -1.3262 0.0546 1.2724 -0.4 -0.6 0.7
H -0.6785 1.4878 2.0120 0.1 0.4 0.3
H 0.7528 1.6732 0.1045 -1.2 -0.6 0.5
H 1.2392 -0.8402 -0.2018 -0.2 1.0 -0.5
H 1.1603 0.3143 -1.5476 0.8 1.0 -0.8
H 0.1368 -1.6930 -2.2507 -1.1 0.9 1.3
N 0.0144 0.9337 0.1315 2.0 2.0 -1.7
O -1.4523 -1.3843 -0.8510 3.0 0.8 -2.0
```
Forces are in eV/Å.

The value obtained for the HOMO-LUMO gap is 9.82 eV. As for the structure (SMILES): CNCC=O.

Atomic partial charges in e from the Mulliken method, atoms 1 to 5: C -0.79; C -0.39; C 0.03; H 0.28; H 0.28


[4]
This record from the OMol25 dataset describes an isolated molecule of C3H7NO. The level of theory is ωB97M-V/def2-TZVPD.

```
12
Properties=species:S:1:pos:R:3:forces:R:3
O 2.1166 0.4509 0.4952 0.1 0.1 -0.1
C 1.5955 -0.6621 -0.1647 -0.1 -0.3 -0.2
C 0.1428 -0.4489 -0.5005 -0.1 0.2 0.4
C -1.7835 0.6726 0.1899 -0.2 0.0 0.0
N -0.3714 0.6252 -0.0805 0.1 -0.4 0.1
H 1.3724 1.0849 0.5257 0.2 -0.1 0.1
H 1.5616 -1.5448 0.5021 0.2 0.1 -0.1
H 2.2193 -0.9377 -1.0234 -0.1 0.1 0.0
H -0.4477 -1.2904 -0.8939 0.1 0.1 0.1
H -1.8338 0.5575 1.2779 -0.3 0.1 -0.1
H -2.3536 -0.1493 -0.2681 0.0 0.2 0.0
H -2.2181 1.6422 -0.0598 0.1 -0.1 -0.1
```
Forces are in eV/Å.

The value obtained for the HOMO-LUMO gap is 11.13 eV. As for the structure (SMILES): C/N=C/CO.

Atomic partial charges in e from the Mulliken method, atoms 1 to 5: O -0.55; C -0.36; C 0.01; C -0.71; N -0.41